[1]
2 unconnected molecules or ions with the total composition CH8NO2 at a distorted geometry. Source: the Open Molecules 2025 dataset; level of theory: wB97M-V/def2-TZVPD.

The calculation puts the HOMO-LUMO gap at 12.37 eV. The total energy comes out at -247.87176 Ha. As for the charge: +1. The calculation puts the lowest unoccupied orbital energy at -3.446 eV. Its energy relative to the best compared isomer or geometry (same formula, charge and spin) is 37.9 kJ/mol.

Last columns: bonded neighbours and bond lengths (Å).
Positions of all 12 atoms, in Å:
1 O -0.9986 1.5169 -1.2826  H3 0.961, H4 0.969
2 H 0.2486 0.9195 -0.3629  N5 1.058
3 H -1.8332 1.8315 -0.9237  O1 0.961
4 H -1.1648 1.3486 -2.2224  O1 0.969
5 N 1.0040 0.4384 0.2004  H2 1.058, C6 1.538, H8 1.014, H9 1.028
6 C 0.7525 -0.9816 0.7340  N5 1.538, O7 1.398, H10 1.085, H11 1.095
7 O -0.5993 -1.2341 0.4819  C6 1.398, H12 0.960
8 H 1.9654 0.5623 -0.0988  N5 1.014
9 H 0.9153 0.9859 1.0656  N5 1.028
10 H 0.8982 -1.0490 1.8071  C6 1.085
11 H 1.4332 -1.5917 0.1318  C6 1.095
12 H -0.8065 -2.0175 0.9965  O7 0.960



[2]
2 unconnected molecules or ions with the total composition C3H4BrOS at a distorted geometry. Source: the Open Molecules 2025 dataset; level of theory: wB97M-V/def2-TZVPD.

The calculation puts the HOMO-LUMO gap at 5.76 eV. The total energy comes out at -3164.12822 Ha. As for the charge: -1. The calculation puts the lowest unoccupied orbital energy at 3.314 eV. Its energy relative to the best compared isomer or geometry (same formula, charge and spin) is 226.3 kJ/mol.

Last columns: bonded neighbours and bond lengths (Å).
Positions of all 10 atoms, in Å:
1 C -0.9458 1.0854 1.0417  C2 1.326, O4 1.223
2 C -0.3363 -0.0319 1.4137  C1 1.326, S5 1.757, H8 1.113
3 C 0.5204 -0.5158 -1.2398  Br6 1.885, H7 1.075, H9 1.095, H10 1.080
4 O -1.2544 2.0235 0.3199  C1 1.223
5 S 1.3079 0.4069 1.8500  C2 1.757
6 Br -0.9473 -0.1664 -2.3700  C3 1.885
7 H 1.2155 0.2924 -1.1031  C3 1.075
8 H -0.7059 -0.9098 1.9896  C2 1.113
9 H 1.1498 -1.3551 -1.5524  C3 1.095
10 H -0.0039 -0.8293 -0.3495  C3 1.080



Question: Which value of energy relative to the best compared isomer or geometry (same formula, charge and spin) does entry 2 give?
Answer: 226.3 kJ/mol